No. 1
7
Properties=species:S:1:pos:R:3:forces:R:3 method="wB97M-V/def2-TZVPD" smiles=NC(F)(Cl)Cl gap_ev=11.20 charge=0 e_lumo_ha=0.0268 e_tot_ha=-1114.29813 de_lowest_kcal_mol=0.00 multiplicity=1 molar_mass_da=117.94
N -0.105 -0.590 -0.821 1.732 3.202 1.120
C 0.283 0.193 0.404 -3.223 -2.850 -0.420
F 0.249 -0.688 1.470 0.625 0.708 -0.856
Cl 1.782 0.980 0.255 0.747 0.292 -0.028
Cl -1.047 1.424 0.832 0.735 -0.364 -0.297
H -0.542 0.119 -1.407 -0.066 -0.752 -0.284
H -0.620 -1.437 -0.734 -0.549 -0.237 0.765


No. 2
7
Properties=species:S:1:pos:R:3:forces:R:3 method="wB97M-V/def2-TZVPD" gap_ev="6.41 / 8.79" charge=0 e_lumo_ha="-0.0665 / -0.0069" e_tot_ha=-1755.96655 de_lowest_kcal_mol=46.57 multiplicity=1 molar_mass_da=149.07
C 0.412 -0.747 -2.360 -2.496 0.767 0.851
S -0.724 -1.253 1.467 0.370 0.002 -0.029
S 1.096 -0.602 1.035 -0.531 -0.076 0.032
Cl -1.258 -0.462 -1.921 0.718 -0.145 -0.347
Cl 0.831 -2.279 -2.749 0.693 -0.902 -0.314
H 0.994 0.122 -2.232 1.054 0.311 -0.110
H -1.403 -0.126 1.784 0.192 0.043 -0.084


No. 3
7
Properties=species:S:1:pos:R:3:forces:R:3 method="wB97M-V/def2-TZVPD" smiles=SC(S)(Cl)Cl gap_ev=9.90 charge=0 e_lumo_ha=0.0025 e_tot_ha=-1756.02269 de_lowest_kcal_mol=11.34 multiplicity=1 molar_mass_da=149.07
S -0.959 0.741 1.218 -0.996 -0.044 -0.349
C -0.295 -0.281 -0.062 -0.910 -1.405 -1.226
S 1.432 -0.021 -0.454 1.143 -2.582 1.799
Cl -0.527 -2.175 0.346 0.530 1.860 -0.248
Cl -1.244 -0.026 -1.560 -0.206 -0.054 0.210
H 0.225 0.772 1.730 1.133 0.319 1.093
H 1.370 0.988 -1.218 -0.695 1.907 -1.279


No. 4
8
Properties=species:S:1:pos:R:3:forces:R:3 method="wB97M-V/def2-TZVPD" gap_ev=9.81 charge=0 e_lumo_ha=0.0051 e_tot_ha=-2007.19623 de_lowest_kcal_mol=18.47 multiplicity=1 molar_mass_da=275.38
C -0.255 0.922 -0.052 0.544 3.445 2.417
Si 0.436 -0.769 0.076 -0.558 0.853 1.683
Cl 2.348 -0.673 0.629 0.959 0.042 0.335
Cl 0.308 -1.751 -1.601 -0.062 -0.851 -1.860
Cl -0.696 -1.731 1.424 -0.163 -0.608 0.756
I -2.306 0.767 -0.577 -0.096 0.300 -0.098
H -0.132 1.857 0.981 -0.295 -3.468 -3.224
H 0.297 1.378 -0.879 -0.330 0.286 -0.009